ORCA calculation (wB97M-V/def2-TZVPD) on one molecule with the formula C6H11OP at a distorted geometry.

Last column: Löwdin charge in e.
Atoms and positions in Å:
C: 0.1353 2.6634 1.6501  -0.034
C: 0.3210 1.4099 1.3088  -0.231
P: 0.6498 0.7320 -0.3992  0.631
O: 1.5929 1.3793 -1.2754  -0.321
C: 1.1189 -0.9520 -0.0126  -0.285
C: -0.0935 -1.8865 0.0123  -0.207
C: -0.8072 -1.2704 -1.1492  -0.358
C: -1.0218 0.1631 -0.9938  -0.250
H: -0.0779 2.8257 2.7025  0.058
H: 0.2962 3.4983 1.0233  0.049
H: -0.0040 0.5730 1.9413  0.074
H: 1.7245 -1.1374 0.8688  0.093
H: 1.7627 -1.1030 -0.8597  0.086
H: -0.6627 -1.7111 0.9276  0.113
H: 0.1272 -2.9085 -0.2185  0.109
H: -0.2697 -1.4812 -2.1410  0.143
H: -1.7173 -1.8185 -1.4044  0.109
H: -1.3384 0.8985 -1.8191  0.127
H: -1.7359 0.1254 -0.1618  0.095

Forces on atoms 1 to 2 (eV/Å):
C 0.3 -0.5 1.6
C -0.6 -1.1 -2.0

Computed properties:
HOMO energy	-9.776	eV
gap between HOMO and LUMO	10.65	eV
structure (SMILES)	C=CP1(=O)CCCC1
energy above the lowest of the compared OMol25 structures with the same formula, charge and spin	100.47	kJ/mol
lowest unoccupied orbital energy	0.87	eV